Below is C11H15ClNNdO3SY as an isolated structure, with properties calculated with ωB97M-V/def2-TZVPD.

## Properties
* calculated total energy: -58959.6216 eV
* strongest force on any atom: 3.0 eV/A
* HOMO (spin up / spin down): -4.34 / -4.35 eV
* expectation value of S²: 3.761
* Kohn-Sham gap (spin up / spin down): 5.93 / 6.00 eV
* LUMO level (spin up / spin down): 0.0587 / 0.0609 Eh

Structure (ORCA input):
```
! wB97M-V def2-TZVPD RIJCOSX def2/J DEFGRID3
* xyz -1 4
O 3.53 1.52 4.31
H -3.64 -0.78 -0.46
N 1.89 1.80 2.35
H -2.76 -1.27 1.02
H -1.01 -0.24 -6.91
Cl 1.75 -2.33 -3.77
Y 0.34 -0.35 -4.27
C -0.20 -1.20 3.04
H 1.01 0.40 6.41
H 1.91 2.04 -4.20
C -2.66 -1.09 -0.06
C 0.67 -0.06 5.49
H -1.35 -2.55 4.26
C -0.23 -1.14 5.47
H 1.82 1.59 -5.92
H -1.72 1.30 -3.78
C 1.12 0.43 4.28
C -1.12 -0.87 -6.01
C 1.93 1.20 -4.90
C -1.10 1.29 -2.85
H -2.18 -0.87 -5.72
S 2.16 1.84 3.99
H -0.82 2.36 -2.73
O 1.56 3.00 4.60
H -2.36 -2.03 -0.55
H -0.85 -1.90 -6.31
Nd -1.01 0.49 -0.65
H 2.91 0.69 -4.82
H -0.61 -1.54 6.41
O 0.46 0.81 0.84
C -0.65 -1.71 4.26
H -0.49 -1.62 2.08
C 1.03 0.86 2.00
C 0.68 -0.09 3.08
*
```

---

Below is C40H42N5OS2TcTe as an isolated structure, with properties calculated with ωB97M-V/def2-TZVPD.

## Properties
* calculated total energy: -82793.0327 eV
* strongest force on any atom: 4.9 eV/A
* HOMO (spin up / spin down): -14.04 / -14.04 eV
* expectation value of S²: 3.876
* Kohn-Sham gap (spin up / spin down): 4.05 / 2.30 eV
* LUMO level (spin up / spin down): -0.3674 / -0.4315 Eh

Structure (ORCA input):
```
! wB97M-V def2-TZVPD RIJCOSX def2/J DEFGRID3
* xyz 3 4
C 19.45 14.51 9.15
N 12.52 19.72 12.17
H 9.89 14.19 14.44
C 12.70 22.08 8.30
C 15.35 17.20 8.17
H 20.47 14.67 9.00
C 12.11 20.73 13.07
C 13.60 24.70 8.78
C 16.01 23.99 8.43
H 9.86 23.48 7.79
C 11.43 17.30 17.61
C 18.53 18.62 11.84
C 16.63 17.02 8.91
H 9.28 10.24 13.48
Te 15.54 19.36 10.79
C 11.75 23.11 8.53
C 14.05 22.38 8.24
C 9.92 12.14 12.59
H 16.56 23.30 7.82
H 10.16 22.67 11.12
C 14.54 23.68 8.42
N 10.23 20.66 9.38
C 17.02 17.93 9.90
H 12.34 14.40 15.32
C 12.52 17.31 16.57
H 14.56 17.15 8.96
C 11.35 21.84 12.72
H 16.51 24.03 9.41
H 16.16 25.01 8.04
H 13.14 12.98 11.58
C 12.25 24.40 8.81
H 15.25 18.20 7.76
H 13.48 17.12 16.95
C 12.24 16.04 13.04
C 18.65 15.77 9.31
H 19.91 16.59 10.96
C 11.01 20.79 10.58
H 19.43 18.23 12.28
H 9.52 14.49 11.89
C 10.40 16.15 19.54
C 10.65 14.43 11.97
H 15.19 16.52 7.33
Tc 13.89 18.20 12.46
H 10.42 15.41 20.32
H 11.48 9.14 13.11
S 14.55 17.15 14.32
H 11.14 14.81 16.48
H 19.03 13.88 8.30
H 10.95 14.88 11.04
C 17.49 15.97 8.62
C 10.51 15.11 14.44
H 11.53 25.18 9.09
H 17.17 15.17 7.92
O 8.77 21.34 7.79
C 10.82 21.87 11.43
H 8.42 16.86 20.01
N 10.40 22.84 8.45
H 10.24 18.86 16.73
C 18.18 17.73 10.70
N 11.13 15.24 13.13
C 9.28 16.98 19.35
C 12.44 10.99 12.38
C 11.51 16.39 18.70
C 10.31 18.18 17.53
C 12.82 16.65 14.22
S 13.11 16.25 11.52
H 12.50 15.87 18.75
H 19.35 13.86 10.01
H 13.93 25.69 9.12
H 8.43 18.69 18.49
C 11.54 15.09 15.51
C 12.27 12.34 11.96
C 11.37 10.23 12.82
H 9.87 15.97 14.56
C 9.77 21.58 8.48
H 8.93 12.55 12.53
H 9.66 19.82 9.31
C 18.99 16.63 10.34
H 12.52 20.57 14.08
N 12.13 16.46 15.44
H 11.18 22.56 13.50
H 12.07 18.88 10.27
C 9.26 18.00 18.43
H 17.74 18.54 12.62
C 11.85 19.76 10.92
H 14.79 21.60 8.04
H 18.60 19.65 11.59
H 12.42 21.03 8.10
H 12.49 18.33 16.13
H 13.45 10.59 12.30
C 10.10 10.85 12.98
C 11.02 12.93 12.15
*
```

---

Below is C24H64Li3O28PS8 as an isolated structure, with properties calculated with ωB97M-V/def2-TZVPD.

## Properties
* calculated total energy: -179845.6536 eV
* strongest force on any atom: 3.9 eV/A
* HOMO: -9.53 eV
* relative energy (zero: lowest compared OMol25 entry of this formula, charge and spin): 0.0 kcal/mol
* Kohn-Sham gap: 8.58 eV
* LUMO level: -0.0348 Eh

Structure (ORCA input):
```
! wB97M-V def2-TZVPD RIJCOSX def2/J DEFGRID3
* xyz 0 1
H 0.19 -3.64 -4.70
O 0.98 -3.57 3.26
C 3.65 -5.18 4.44
C -2.59 3.59 -1.77
P 0.22 1.10 0.07
H 4.04 -5.61 3.51
H 8.03 3.90 -1.12
O -6.46 0.70 1.56
C -4.13 0.51 0.40
H 1.68 -5.87 4.20
O -0.34 2.28 0.94
H 4.46 -5.14 5.16
H -1.92 4.14 2.99
H -1.24 -1.90 3.31
C 3.02 1.54 -3.77
H -2.84 3.24 4.12
O -5.67 2.67 0.15
H 2.77 0.92 -2.90
Li -0.38 0.53 -2.12
H 2.85 4.93 -5.57
H 2.69 4.34 -7.94
H -4.91 1.90 -2.08
S 5.41 1.55 1.06
C -2.53 -2.95 0.45
H -5.22 2.41 -3.78
O 1.88 2.99 -5.75
H -5.62 -2.12 2.31
H -1.27 -0.28 2.40
O 0.19 -1.09 5.53
H 2.00 -2.94 -0.17
O -3.41 -4.01 0.82
H -4.75 -0.62 4.89
H 2.22 -5.87 5.92
C -0.99 -5.08 -3.83
C -4.75 1.67 -3.13
H -2.15 5.71 -2.02
H 0.55 -1.90 -0.23
C 8.46 2.90 -0.99
Li 0.55 3.53 -0.15
H -5.01 0.66 -3.46
O 0.66 1.01 4.11
O 1.37 0.53 0.99
H 3.36 2.80 0.62
H -0.73 4.74 -2.03
H -1.89 2.35 2.95
O 0.39 1.40 -4.45
H -0.98 -2.93 -3.67
C -3.63 3.25 2.06
O -3.12 -3.21 3.22
H -3.11 2.94 1.15
H -1.55 -3.19 0.86
H -3.57 -2.73 -1.38
C 7.37 1.87 -0.69
S 1.40 2.40 -4.24
H -3.77 -0.57 3.37
H -0.24 -5.87 -3.76
S 1.46 -2.29 -2.42
C -2.65 -0.39 5.30
C 2.98 3.89 -5.87
O 5.22 2.00 2.43
H -3.57 3.83 -1.37
S 2.39 -3.41 2.93
H 3.35 0.94 -4.61
H -4.60 -0.07 -0.40
O -1.65 0.52 4.96
H 7.90 0.95 -0.42
H 2.78 -7.11 4.78
O -3.16 2.04 -5.21
H -2.74 -2.04 1.02
C -5.68 -3.21 2.28
H -1.55 -5.13 -4.77
C -1.70 4.84 -1.54
H -6.12 -3.46 1.32
C -0.71 -1.01 2.98
O 2.98 -4.14 1.80
H 3.91 -1.50 3.00
O 1.18 3.59 -3.46
H 6.69 1.76 -1.54
H -1.80 -2.01 -1.32
H -6.31 -3.59 3.08
H -3.31 1.14 0.07
C 3.92 2.08 0.02
O -4.17 -5.40 2.73
H 4.26 4.80 -7.44
H -1.40 5.10 -0.52
H 3.29 1.20 -0.14
O -0.87 0.00 -0.36
H 8.78 2.71 -2.02
H 3.90 3.10 -7.73
C -2.53 -2.78 -1.06
C -2.52 3.23 3.08
S -5.42 1.59 1.07
H -1.75 -5.21 -3.07
H -4.14 0.86 4.29
H 9.22 2.97 -0.21
H -2.97 -0.04 6.27
S -3.98 -4.02 2.38
H 3.83 3.53 -5.29
H 2.12 -1.16 -0.42
O 6.57 2.51 0.33
O 0.65 -3.70 -2.67
H 2.25 -1.11 3.59
O 2.82 -2.52 -3.00
S -0.23 -0.11 4.52
H 3.77 2.27 -3.46
H 4.30 2.48 -0.93
H 0.17 -1.24 2.37
C -3.88 -0.19 4.39
H -4.08 4.22 1.83
H -2.14 2.69 -1.35
O 5.73 0.14 0.75
O 0.67 1.87 -1.17
O 0.68 -1.19 -3.02
C -0.28 -3.77 -3.72
O -2.12 0.94 -3.15
H -2.17 -3.74 -1.44
C 1.55 -2.06 -0.63
C 2.84 -1.64 2.84
Li 1.10 1.96 2.21
S -3.05 1.89 -3.76
O -2.64 3.34 -3.12
O 3.18 -3.82 4.33
H -2.40 -1.45 5.42
C 3.52 4.02 -7.29
H 2.58 -1.24 1.85
H -3.83 -0.10 1.25
O -4.57 2.19 2.37
C 2.50 -6.06 4.89
*
```